Entry 1:
{
  "formula": "C3H2Cl2N2S",
  "method": "ωB97M-V with the def2-TZVPD basis set",
  "elements": ["C", "C", "C", "N", "N", "S", "Cl", "Cl", "H", "H"],
  "coordinates": [[0.9802, 0.1489, 0.8501], [-0.2482, -0.7429, -2.5124], [-0.1288, 0.1266, 1.7649], [1.9447, -0.0668, 0.3068], [-0.7473, 0.3407, -2.5031], [-1.8557, 1.4023, -2.2619], [0.9607, -1.8400, -2.7160], [0.4096, 0.7276, 3.3964], [-0.4266, -0.9688, 2.0575], [-0.8886, 0.8723, 1.6177]],
  "lowdin_charge": [-0.33, -0.65, -0.53, 0.17, -0.65, 0.54, 0.74, 0.53, 0.12, 0.05],
  "smiles": "[S-][N+]#CCl.N#CCCl",
  "e_above_lowest_kcal_mol": 41.1,
  "homo_ha": -0.319,
  "fmax_ev_per_a": 4.560,
  "orbital_gap_ev": 8.16,
  "charge": 0
}


Entry 2:
{
  "formula": "C15H17ClN6O2",
  "method": "ωB97M-V with the def2-TZVPD basis set",
  "elements": ["C", "H", "O", "C", "C", "N", "C", "N", "C", "N", "O", "N", "C", "N", "C", "N", "H", "C", "C", "C", "C", "C", "C", "C", "Cl", "H", "H", "H", "H", "C", "H", "H", "H", "H", "H", "H", "H", "H", "H", "H", "H"],
  "coordinates": [[-5.9227, -0.6857, -1.3888], [-5.5260, -1.3599, -2.1584], [-5.2586, -0.8635, -0.1634], [-3.8808, -0.5863, -0.2395], [-3.3174, -0.6390, 1.1834], [-1.8697, -0.6589, 1.1768], [-1.1706, 0.4759, 0.9285], [-1.8343, 1.5449, 0.5794], [-1.0762, 2.6455, 0.3899], [-1.4307, 3.8623, 0.0554], [-0.2947, 4.5806, 0.0533], [0.7924, 3.8597, 0.3754], [0.3562, 2.6427, 0.5913], [1.0377, 1.5174, 0.8884], [0.3001, 0.4486, 1.0224], [0.9293, -0.7229, 1.2888], [0.4605, -1.5814, 1.0438], [2.3803, -0.7664, 1.2625], [2.9429, -0.3997, -0.0946], [2.2588, -0.6963, -1.2660], [2.7722, -0.3558, -2.5043], [3.9930, 0.2891, -2.5920], [4.7003, 0.5823, -1.4405], [4.1760, 0.2354, -0.2065], [5.0963, 0.6040, 1.2084], [5.6546, 1.0826, -1.4930], [4.3965, 0.5646, -3.5541], [2.2167, -0.5923, -3.3991], [1.3012, -1.1951, -1.2131], [2.8492, -2.1554, 1.6843], [2.4418, -2.4134, 2.6589], [3.9333, -2.1706, 1.7457], [2.5355, -2.9010, 0.9554], [2.7235, -0.0178, 1.9842], [-1.4237, -1.3677, 1.7350], [-3.6818, 0.2361, 1.7297], [-3.6828, -1.5452, 1.6664], [-3.7025, 0.4080, -0.6690], [-3.3750, -1.3356, -0.8714], [-6.9704, -0.9170, -1.2093], [-5.8302, 0.3472, -1.7443]],
  "lowdin_charge": [-0.11, 0.09, -0.19, -0.24, -0.15, 0.05, -0.23, 0.20, -0.30, 0.13, -0.09, 0.13, -0.29, 0.22, -0.23, 0.08, 0.13, -0.36, -0.23, -0.04, -0.07, -0.08, -0.10, -0.60, 0.73, 0.10, 0.11, 0.10, 0.11, -0.03, 0.08, 0.08, 0.09, 0.11, 0.13, 0.13, 0.13, 0.11, 0.13, 0.09, 0.09],
  "smiles": "COCCNc1nc2nonc2nc1N[C@@H](C)c1ccccc1Cl",
  "homo_ha": -0.329,
  "fmax_ev_per_a": 1.807,
  "orbital_gap_ev": 8.66,
  "charge": 0
}


Entry 3:
{
  "formula": "H16IO8",
  "method": "ωB97M-V with the def2-TZVPD basis set",
  "elements": ["I", "O", "H", "H", "O", "H", "H", "O", "H", "H", "O", "H", "H", "O", "H", "H", "O", "H", "H", "O", "H", "H", "O", "H", "H"],
  "coordinates": [[-4.3469, -4.6957, 63.6915], [-1.1235, -2.6173, 63.9153], [-1.3203, -1.7126, 64.1202], [-1.9057, -3.0357, 63.9040], [-4.0006, -5.5967, 60.3243], [-3.8597, -5.4219, 61.3225], [-3.8537, -4.8477, 59.8294], [-4.3033, -6.3616, 66.8122], [-4.2611, -5.7099, 67.5170], [-4.4835, -5.8500, 66.0190], [-5.0515, -1.9213, 61.4892], [-4.6617, -2.5717, 62.2030], [-5.6290, -1.4044, 62.0156], [-4.7412, -2.3726, 66.8270], [-4.4251, -2.8392, 66.0386], [-5.5418, -2.0737, 66.6597], [-6.5673, -7.5391, 63.2224], [-6.3780, -8.1375, 63.9045], [-5.8610, -6.9285, 63.3729], [-7.8869, -4.4938, 62.6714], [-7.0597, -4.9199, 62.8179], [-8.4265, -5.1948, 62.2044], [-1.8978, -7.2583, 63.5472], [-2.5148, -6.4500, 63.6935], [-1.1581, -7.1693, 62.8412]],
  "lowdin_charge": [0.50, -0.02, 0.03, -0.14, -0.12, -0.08, -0.04, -0.11, 0.02, -0.14, -0.14, -0.07, -0.01, -0.02, -0.04, -0.06, -0.06, 0.00, -0.10, -0.11, -0.11, 0.06, -0.20, -0.10, 0.07],
  "e_above_lowest_kcal_mol": 35.3,
  "homo_ha": -0.225,
  "fmax_ev_per_a": 6.663,
  "orbital_gap_ev": 8.98,
  "charge": -1
}


Entry 4:
{
  "formula": "C27H28N2O5P2W",
  "method": "ωB97M-V with the def2-TZVPD basis set",
  "elements": ["C", "C", "C", "C", "C", "C", "C", "C", "C", "C", "C", "C", "C", "H", "H", "H", "H", "H", "H", "H", "N", "W", "C", "H", "H", "C", "H", "H", "P", "P", "C", "H", "H", "H", "C", "H", "H", "H", "C", "H", "H", "H", "C", "H", "H", "H", "C", "O", "H", "O", "C", "O", "C", "C", "C", "C", "C", "C", "N", "O", "O", "H", "H", "H", "H"],
  "coordinates": [[-1.2573, 3.5400, -3.4855], [-1.1222, 2.1688, -3.2687], [0.1273, 1.5549, -3.4979], [1.2730, 2.3617, -3.6763], [1.1085, 3.7352, -3.9641], [-0.1507, 4.3190, -3.8718], [2.5611, 1.7968, -3.1385], [2.7090, 0.3565, -3.5174], [1.5746, -0.4490, -3.2807], [1.6593, -1.8503, -3.1387], [2.9116, -2.4457, -3.3088], [4.0369, -1.6766, -3.6492], [3.9327, -0.2966, -3.7878], [-2.2301, 4.0166, -3.3093], [1.9814, 4.3321, -4.2398], [-0.2863, 5.3799, -4.0495], [3.4491, 2.3936, -3.4040], [3.0092, -3.5295, -3.1688], [4.9938, -2.1797, -3.7858], [4.8058, 0.2931, -4.0771], [0.2964, 0.2128, -3.1084], [0.4396, -0.0419, -1.2017], [-2.1531, 1.3399, -2.5413], [-2.3459, 0.3856, -3.0596], [-3.0950, 1.8961, -2.4311], [0.4559, -2.5661, -2.5773], [-0.4718, -2.2942, -3.1083], [0.6069, -3.6566, -2.6009], [-1.5935, 0.9427, -0.8200], [0.2585, -2.2482, -0.7744], [1.5997, -2.9954, 0.1136], [1.4301, -2.8094, 1.1918], [1.5699, -4.0725, -0.1012], [2.5714, -2.5835, -0.1862], [-1.2649, -2.9860, -0.2582], [-1.1008, -4.0700, -0.2535], [-1.4752, -2.6056, 0.7594], [-2.0785, -2.7167, -0.9404], [-1.5475, 2.5096, 0.0589], [-2.5435, 2.9699, 0.0067], [-1.2876, 2.3091, 1.1064], [-0.8085, 3.1967, -0.3689], [-2.9654, 0.0475, -0.1248], [-2.7047, -0.2469, 0.9008], [-3.8354, 0.7137, -0.1279], [-3.1833, -0.8477, -0.7129], [1.2777, 0.3563, 0.5972], [1.6168, 0.5111, 1.7183], [2.6713, 1.9956, -2.0970], [0.4490, -2.3480, 3.0216], [-0.4946, -1.5084, 3.1111], [-1.2741, -1.0946, 2.2087], [-0.7340, -0.9214, 4.4983], [-1.6127, 0.1730, 4.6843], [-1.8455, 0.6990, 5.9581], [-1.1913, 0.1215, 7.0744], [-0.3174, -0.9670, 6.8990], [-0.0935, -1.4731, 5.6308], [-1.4181, 0.6570, 8.3795], [-2.1969, 1.6296, 8.5098], [-0.8221, 0.1285, 9.3515], [-2.1224, 0.6117, 3.8366], [-2.5156, 1.5330, 6.1101], [0.1719, -1.3942, 7.7809], [0.5906, -2.3133, 5.5058]],
  "lowdin_charge": [0.01, -0.21, -0.17, -0.10, 0.02, 0.01, -0.07, -0.12, -0.25, -0.23, 0.01, 0.01, 0.03, 0.14, 0.14, 0.13, 0.15, 0.14, 0.14, 0.14, -0.07, 1.19, -0.24, 0.11, 0.12, -0.25, 0.11, 0.12, 0.74, 0.73, -0.18, 0.05, 0.09, 0.07, -0.19, 0.09, 0.05, 0.06, -0.19, 0.08, 0.07, 0.06, -0.20, 0.04, 0.08, 0.05, -0.16, 0.19, 0.12, -0.03, -0.62, -0.09, -0.11, -0.02, 0.02, -0.14, 0.02, 0.00, -0.31, 0.06, 0.07, 0.10, 0.11, 0.13, 0.12],
  "e_above_lowest_kcal_mol": 17.4,
  "homo_ha": [-0.479, -0.479],
  "fmax_ev_per_a": 8.152,
  "orbital_gap_ev": [2.91, 3.66],
  "spin_multiplicity": 3,
  "charge": 2
}


Entry 5:
{
  "formula": "C14H32BeCl5FN4NaO3",
  "method": "ωB97M-V with the def2-TZVPD basis set",
  "elements": ["C", "O", "C", "C", "C", "C", "C", "C", "N", "C", "N", "C", "C", "C", "N", "N", "H", "H", "H", "H", "H", "H", "H", "H", "H", "H", "H", "H", "H", "H", "H", "H", "H", "H", "H", "H", "H", "H", "H", "H", "H", "C", "Cl", "Cl", "Cl", "H", "Cl", "C", "C", "Cl", "H", "H", "H", "H", "F", "Na", "O", "H", "Be", "O", "H"],
  "coordinates": [[-2.4031, -3.1206, 3.7670], [-1.1005, -2.9349, 3.2257], [-0.8929, -3.6679, 2.0042], [-1.1157, -2.8704, 0.7012], [-2.1001, -1.6734, 0.7952], [-1.4603, -0.2806, 0.9519], [-1.3149, 0.2391, 2.4139], [0.1217, 0.7734, 2.6502], [1.0118, -0.0928, 3.4205], [2.1235, -0.5743, 2.9610], [2.9461, -1.3107, 3.7681], [3.5950, -2.4828, 3.1089], [3.7659, -2.3478, 1.5879], [2.6277, -1.5532, 0.9271], [2.9282, -1.3447, -0.4705], [2.4786, -0.2802, 1.6477], [-2.4230, -3.6410, 4.7592], [-3.0970, -3.5901, 3.0635], [-2.8248, -2.1309, 3.9595], [-1.5125, -4.5776, 1.9712], [0.1585, -3.9924, 2.0243], [-0.1827, -2.4961, 0.2738], [-1.5149, -3.5802, -0.0317], [-2.5908, -1.5990, -0.1805], [-2.9032, -1.8323, 1.5224], [-0.4910, -0.2329, 0.4404], [-2.1678, 0.4414, 0.3913], [-1.9429, 1.1293, 2.5182], [-1.6585, -0.4546, 3.1884], [0.5173, 1.0112, 1.6702], [0.0494, 1.7162, 3.2036], [0.7472, -0.2892, 4.3762], [2.3844, -1.6831, 4.5263], [4.5984, -2.5673, 3.5311], [3.0828, -3.4217, 3.3392], [3.7282, -3.3579, 1.1640], [4.7360, -1.9313, 1.3103], [1.7289, -2.1821, 1.0282], [2.9384, -2.2597, -0.9089], [2.1575, -0.8208, -0.8855], [3.3557, 0.2395, 1.6452], [0.3517, 1.4922, -2.9479], [0.2236, -0.0282, -2.0807], [-1.2796, 2.2051, -3.1286], [1.4406, 2.6013, -2.1295], [0.7311, 1.3071, -3.9474], [0.5853, 3.3139, -5.6820], [-0.2284, 4.2662, -6.9556], [-1.5616, 4.7829, -6.4965], [-2.7506, 3.4559, -6.2727], [-0.3159, 3.6333, -7.8363], [0.4241, 5.1026, -7.1949], [-1.9717, 5.4594, -7.2440], [-1.4639, 5.3271, -5.5548], [-3.0608, 0.2938, -0.8906], [-1.4239, -5.2123, 4.7069], [-2.7969, 5.4877, -3.3521], [-2.3274, 4.7050, -3.5993], [-2.2681, 4.0582, -2.2944], [-0.0914, 6.4563, -4.6392], [-0.3007, 6.9173, -3.8201]],
  "lowdin_charge": [-0.13, -0.21, -0.21, -0.14, -0.18, -0.23, -0.15, -0.14, 0.16, -0.32, 0.12, -0.14, -0.12, -0.42, 0.08, 0.12, 0.06, 0.12, 0.10, 0.11, 0.11, 0.08, 0.12, 0.09, 0.11, 0.04, 0.07, 0.11, 0.08, 0.11, 0.13, 0.17, 0.14, 0.12, 0.12, 0.12, 0.13, 0.13, 0.09, -0.01, 0.17, -1.45, 0.65, 0.66, 0.58, -0.01, 0.55, -0.62, -0.65, 0.51, 0.06, 0.08, 0.08, 0.00, -0.65, 0.82, -0.19, -0.21, 0.63, -0.43, -0.13],
  "e_above_lowest_kcal_mol": 0.0,
  "homo_ha": -0.268,
  "fmax_ev_per_a": 5.308,
  "orbital_gap_ev": 1.91,
  "charge": 1
}


Entry 6:
{
  "formula": "C5H7NO",
  "method": "ωB97M-V with the def2-TZVPD basis set",
  "elements": ["N", "C", "O", "C", "C", "C", "C", "H", "H", "H", "H", "H", "H", "H"],
  "coordinates": [[-1.0267, 2.2854, -0.2152], [-0.6397, 1.1292, 0.0785], [-0.6146, 0.6125, 1.3629], [-0.0465, -0.6179, 1.3559], [0.2161, -1.1320, 0.0759], [-0.8941, -1.1143, -0.9505], [-0.1428, 0.1082, -0.9044], [-1.3872, 2.7772, 0.6020], [-1.8781, -1.4750, 1.2765], [0.4854, -0.8580, 2.2705], [1.0385, -1.8271, -0.0552], [-2.0226, -1.4027, 0.4801], [-0.7418, -1.7132, -1.8495], [0.4831, 0.5020, -1.7059]],
  "lowdin_charge": [0.19, -0.39, 0.02, -0.12, -0.23, -0.06, -0.13, 0.07, 0.09, 0.13, 0.14, 0.07, 0.09, 0.14],
  "e_above_lowest_kcal_mol": 135.8,
  "homo_ha": [-0.289, -0.293],
  "fmax_ev_per_a": 0.421,
  "orbital_gap_ev": [7.54, 7.70],
  "charge": 0
}


Entry 7:
{
  "formula": "C3H7ClN5O2",
  "method": "ωB97M-V with the def2-TZVPD basis set",
  "elements": ["C", "C", "C", "N", "N", "N", "N", "N", "O", "O", "Cl", "H", "H", "H", "H", "H", "H", "H"],
  "coordinates": [[-0.7519, 0.8385, -2.1325], [0.7825, 0.3099, 1.2503], [-0.6300, -0.5991, -2.2862], [-1.0278, 1.7788, -1.5296], [-1.6510, -1.0579, -1.3627], [1.8266, 0.8115, 0.7325], [-0.3886, 0.9813, 1.3256], [0.8056, -1.1095, 1.8499], [-1.4528, -1.1443, -0.1541], [-1.1886, 2.8132, -1.0584], [1.1625, -0.9327, -2.0086], [-0.9280, -0.9605, -3.2937], [2.6935, 0.3192, 0.8512], [-1.2423, 0.4004, 1.0593], [-0.3746, 1.9410, 0.8160], [0.1209, -1.7208, 1.3176], [0.4851, -1.1842, 2.8639], [1.7588, -1.4848, 1.7594]],
  "lowdin_charge": [-0.04, -0.52, -0.59, -0.12, 0.04, 0.17, 0.13, 0.25, -0.03, 0.13, 0.62, 0.13, 0.06, 0.11, 0.14, 0.15, 0.20, 0.17],
  "e_above_lowest_kcal_mol": 25.3,
  "homo_ha": -0.512,
  "fmax_ev_per_a": 3.999,
  "orbital_gap_ev": 8.35,
  "charge": 1
}


Entry 8:
{
  "formula": "C2H8N2O2",
  "method": "ωB97M-V with the def2-TZVPD basis set",
  "elements": ["C", "C", "N", "N", "O", "O", "H", "H", "H", "H", "H", "H", "H", "H"],
  "coordinates": [[0.5080, 0.0218, -0.0375], [-0.2665, 1.2646, -0.4509], [1.0552, 0.1967, 1.3387], [-0.7232, -1.6135, -1.2703], [-0.2758, -1.1592, 0.0384], [0.0460, 0.4510, 2.2825], [-0.6083, -0.2672, 2.2424], [1.5397, -0.6556, 1.6243], [1.3818, -0.1356, -0.6906], [0.0986, -1.8584, -1.8235], [-1.4182, -0.9586, -1.6269], [-0.5354, 1.2221, -1.5044], [-1.1652, 1.3603, 0.1541], [0.3634, 2.1315, -0.2762]],
  "lowdin_charge": [-0.43, -0.04, -0.06, 0.04, -0.18, -0.08, 0.09, 0.12, 0.15, 0.08, 0.08, 0.07, 0.08, 0.09],
  "smiles": "C[C@@H](NO)ON",
  "e_above_lowest_kcal_mol": 104.1,
  "homo_ha": -0.349,
  "fmax_ev_per_a": 1.869,
  "orbital_gap_ev": 10.45,
  "charge": 0
}